# 1
Computed, not measured: a 5-piece molecular cluster, CH10O6 overall at a distorted geometry, with wB97M-V/def2-TZVPD.

Each line ends with the natural charge from an NBO analysis.
Cartesian coordinates (Å):
1 O -0.3151 -0.1463 -1.9065  -0.63
2 C -1.4599 -0.0559 -2.3021  0.68
3 O -2.4732 0.4309 -1.6065  -0.72
4 H -1.8739 -0.5001 -3.2626  0.11
5 H -2.4310 0.2019 -0.6013  0.54
6 H 1.1337 -1.1437 1.8285  0.48
7 H 1.1030 0.4614 1.8405  0.50
8 O 0.5523 -0.3408 1.9386  -0.98
9 H 3.3492 0.1119 1.1938  0.50
10 H 4.1907 -0.0811 2.5162  0.47
11 O 3.4651 0.3648 2.1440  -0.97
12 H 1.2603 0.4062 -1.0665  0.51
13 H 2.6771 -0.0270 -1.2848  0.47
14 O 2.0778 0.2921 -0.5998  -0.98
15 H -2.0237 -0.4380 1.8800  0.50
16 H -3.2880 -1.0545 1.5871  0.48
17 O -2.7242 -0.3008 1.1779  -0.96

Results
Largest force on an atom, eV/A: 4.01
SMILES string: O=CO.O.O.O.O
DFT total energy, eV: -13484.158
Orbital gap, eV: 11.3332
ΔE to the lowest compared entry with this formula, charge and spin, eV: 1.146



# 2
Computed, not measured: one molecule with the formula C15H17BrN2OS, with wB97M-V/def2-TZVPD.

Each line ends with the natural charge from an NBO analysis.
Cartesian coordinates (Å):
1 C 1.7486 -0.9106 -1.9410  -0.65
2 C 2.6364 -0.3467 -0.8720  -0.04
3 C 3.9278 -0.8241 -0.7230  -0.24
4 C 4.7641 -0.2970 0.2456  -0.08
5 C 4.3374 0.7174 1.0812  -0.23
6 C 3.0493 1.1990 0.9464  -0.23
7 C 2.1918 0.6748 -0.0168  0.22
8 N 0.8853 1.1414 -0.1631  -0.65
9 C 0.2957 2.2306 0.3918  0.67
10 O 0.8196 3.0300 1.1343  -0.60
11 C -1.1535 2.3739 -0.0778  -0.31
12 N -1.7779 1.0751 -0.2560  -0.45
13 C -2.9656 1.1414 -1.0849  -0.41
14 H -3.3733 0.1380 -1.1979  0.22
15 H -3.7443 1.7895 -0.6582  0.17
16 H -2.6941 1.5197 -2.0692  0.20
17 C -2.0625 0.4552 1.0357  -0.26
18 C -2.3726 -0.9936 0.8797  -0.20
19 C -3.5031 -1.6663 1.2216  -0.25
20 C -3.4433 -3.0469 0.9185  -0.26
21 C -2.2689 -3.4029 0.3444  -0.40
22 S -1.2070 -2.0615 0.1681  0.42
23 H -1.9516 -4.3701 0.0095  0.24
24 H -4.2434 -3.7363 1.1194  0.23
25 H -4.3546 -1.1956 1.6802  0.22
26 H -2.9072 0.9490 1.5460  0.19
27 H -1.1727 0.5733 1.6631  0.22
28 H -1.1288 2.8879 -1.0437  0.22
29 H -1.6892 3.0212 0.6335  0.20
30 H 0.2623 0.5766 -0.7299  0.43
31 H 2.7024 1.9934 1.5856  0.26
32 H 4.9975 1.1274 1.8293  0.23
33 Br 6.5353 -0.9823 0.4175  0.04
34 H 4.2870 -1.6101 -1.3703  0.22
35 H 1.3940 -0.1222 -2.6044  0.22
36 H 2.2950 -1.6363 -2.5371  0.23
37 H 0.8841 -1.4120 -1.5058  0.22

Results
Largest force on an atom, eV/A: 0.60
SMILES string: Cc1cc(Br)ccc1NC(=O)CN(C)Cc1cccs1
DFT total energy, eV: -101736.839
Orbital gap, eV: 8.8746
ΔE to the lowest compared entry with this formula, charge and spin, eV: 0.000